Entry 1:
# C70H186N21O8P5

12 unconnected molecules or ions with the total composition C70H186N21O8P5 (ωB97M-V/def2-TZVPD, the Open Molecules 2025 dataset).

Atoms and positions in Å:
C1 2.59 3.63 0.20
N1 2.68 3.78 -1.17
C2 1.60 3.35 -2.00
P1 3.51 5.07 -1.82
O1 3.55 4.99 -3.31
N2 2.84 6.54 -1.31
C3 2.02 7.25 -2.27
C4 2.52 6.69 0.08
N3 4.97 5.08 -1.02
C5 5.80 6.29 -1.41
C6 5.66 3.81 -0.90
H1 1.81 4.24 0.72
H2 3.49 3.80 0.73
H3 2.33 2.60 0.42
H4 1.28 2.32 -1.90
H5 1.85 3.49 -3.05
H6 0.68 3.94 -1.75
H7 0.93 7.10 -2.17
H8 2.23 8.33 -2.25
H9 2.31 6.87 -3.21
H10 1.43 6.60 0.24
H11 2.98 6.11 0.82
H12 2.63 7.73 0.44
H13 6.61 6.37 -0.64
H14 6.22 6.17 -2.43
H15 5.19 7.17 -1.39
H16 4.99 2.96 -0.56
H17 6.51 3.94 -0.18
H18 6.06 3.47 -1.84
C7 -4.09 0.36 -3.72
N4 -4.05 -0.56 -4.83
C8 -5.13 -0.51 -5.76
P2 -2.73 -1.53 -5.16
O2 -1.79 -1.43 -4.00
N5 -3.44 -2.96 -5.58
C9 -4.40 -3.55 -4.62
C10 -2.49 -4.00 -5.98
N6 -2.05 -1.11 -6.61
C11 -0.81 -0.29 -6.56
C12 -2.73 -1.23 -7.89
H19 -5.20 0.47 -3.44
H20 -3.68 1.30 -3.94
H21 -3.45 -0.03 -2.92
H22 -5.17 0.39 -6.30
H23 -6.05 -0.79 -5.27
H24 -4.99 -1.30 -6.51
H25 -5.14 -2.88 -4.20
H26 -4.89 -4.32 -5.22
H27 -3.88 -4.00 -3.75
H28 -1.88 -3.54 -6.71
H29 -1.97 -4.44 -5.10
H30 -3.02 -4.78 -6.42
H31 -0.15 -0.56 -7.35
H32 -1.08 0.75 -6.77
H33 -0.34 -0.41 -5.57
H34 -1.97 -1.29 -8.71
H35 -3.41 -0.33 -8.10
H36 -3.39 -2.05 -7.89
C13 3.30 -7.04 -2.07
N7 4.27 -5.95 -2.06
C14 5.56 -6.14 -1.29
P3 3.92 -4.38 -2.43
O3 4.63 -3.48 -1.56
N8 4.24 -4.23 -4.06
C15 5.40 -5.03 -4.56
C16 4.12 -3.03 -4.79
N9 2.28 -4.21 -2.33
C17 1.33 -4.29 -3.49
C18 1.66 -3.70 -1.09
H37 3.06 -7.46 -1.07
H38 3.71 -7.92 -2.59
H39 2.40 -6.76 -2.58
H40 5.45 -6.01 -0.20
H41 6.32 -5.39 -1.56
H42 6.05 -7.04 -1.51
H43 5.24 -5.32 -5.60
H44 6.31 -4.43 -4.50
H45 5.56 -5.90 -3.90
H46 3.29 -2.45 -4.33
H47 5.02 -2.40 -4.67
H48 3.94 -3.25 -5.83
H49 1.23 -3.31 -3.98
H50 1.51 -5.15 -4.14
H51 0.36 -4.48 -3.06
H52 0.73 -4.23 -0.97
H53 1.49 -2.60 -1.08
H54 2.22 -3.94 -0.24
C19 -2.44 -3.38 -1.21
N10 -2.70 -3.63 0.23
C20 -4.16 -3.66 0.46
P4 -1.59 -4.51 1.17
O4 -0.28 -3.92 0.94
N11 -2.40 -4.42 2.63
C21 -2.12 -5.46 3.67
C22 -2.64 -3.12 3.15
N12 -1.60 -6.15 0.81
C23 -0.49 -6.83 0.24
C24 -2.88 -6.90 0.78
H55 -3.00 -2.46 -1.52
H56 -2.67 -4.27 -1.76
H57 -1.38 -3.21 -1.42
H58 -4.35 -4.26 1.36
H59 -4.74 -4.10 -0.31
H60 -4.42 -2.63 0.54
H61 -2.02 -6.43 3.18
H62 -1.16 -5.22 4.14
H63 -2.88 -5.36 4.44
H64 -1.88 -2.91 3.95
H65 -2.54 -2.34 2.42
H66 -3.64 -3.09 3.59
H67 -0.51 -6.91 -0.88
H68 0.44 -6.36 0.59
H69 -0.42 -7.83 0.67
H70 -2.69 -7.84 1.32
H71 -3.14 -7.18 -0.21
H72 -3.70 -6.41 1.25
C25 7.06 -2.31 3.23
N13 5.66 -2.80 2.98
C26 5.58 -3.59 1.75
P5 4.74 -3.40 4.24
O5 5.15 -4.70 4.84
N14 4.85 -2.11 5.23
C27 4.74 -2.33 6.63
C28 4.66 -0.64 4.90
N15 3.26 -3.57 3.57
C29 2.66 -2.47 2.86
C30 2.67 -4.88 3.10
H73 7.32 -1.72 2.37
H74 7.78 -3.06 3.56
H75 7.06 -1.67 4.11
H76 4.59 -3.57 1.25
H77 5.86 -4.65 1.92
H78 6.30 -3.21 1.04
H79 4.77 -3.40 6.87
H80 5.67 -2.00 7.17
H81 3.96 -1.78 7.09
H82 5.33 -0.12 5.57
H83 4.91 -0.43 3.85
H84 3.65 -0.35 5.22
H85 3.20 -1.63 3.24
H86 2.71 -2.39 1.75
H87 1.64 -2.39 3.11
H88 3.00 -5.59 3.80
H89 3.11 -5.13 2.11
H90 1.58 -4.86 3.13
C31 3.45 -0.46 -2.81
C32 3.66 0.26 -1.51
C33 3.44 -0.56 -0.23
O6 4.50 -0.06 0.58
C34 5.49 0.46 -0.15
O7 6.53 0.87 0.29
O8 5.18 0.46 -1.47
H91 4.06 -0.10 -3.60
H92 2.37 -0.59 -3.06
H93 3.89 -1.43 -2.54
H94 3.18 1.32 -1.47
H95 3.61 -1.60 -0.50
H96 2.45 -0.43 0.21
C35 1.07 -1.01 6.30
C36 0.24 -1.61 7.45
N16 -0.18 -2.93 7.06
C37 0.77 -3.92 7.41
C38 0.62 -5.24 6.70
C39 -1.54 -3.24 7.57
C40 -2.70 -2.68 6.76
H97 0.44 -0.89 5.45
H98 1.95 -1.63 6.10
H99 1.54 -0.03 6.64
H100 0.83 -1.60 8.35
H101 -0.56 -0.90 7.59
H102 1.78 -3.56 7.15
H103 0.89 -4.03 8.52
H104 0.61 -5.07 5.63
H105 1.44 -5.87 7.01
H106 -0.32 -5.75 7.01
H107 -1.67 -2.87 8.58
H108 -1.66 -4.31 7.61
H109 -3.61 -2.73 7.29
H110 -2.79 -3.25 5.78
H111 -2.57 -1.62 6.47
C41 -0.72 6.58 2.07
C42 -1.65 7.29 1.10
N17 -2.82 6.55 0.74
C43 -2.54 5.29 0.10
C44 -1.66 5.45 -1.12
C45 -3.75 6.32 1.88
C46 -5.16 6.41 1.33
H112 -0.16 5.70 1.68
H113 -1.38 6.32 2.90
H114 -0.01 7.28 2.55
H115 -1.88 8.30 1.49
H116 -1.04 7.60 0.23
H117 -1.99 4.66 0.86
H118 -3.49 4.78 -0.10
H119 -0.70 5.85 -0.82
H120 -1.38 4.46 -1.53
H121 -2.00 6.19 -1.83
H122 -3.66 7.01 2.71
H123 -3.56 5.28 2.33
H124 -5.40 7.38 0.92
H125 -5.90 6.32 2.11
H126 -5.38 5.62 0.65
C47 -2.84 1.00 0.98
C48 -1.38 1.41 0.72
N18 -0.39 0.40 0.96
C49 -0.25 0.06 2.42
C50 0.54 1.18 3.09
C51 -0.37 -0.81 0.09
C52 -0.09 -0.52 -1.41
H127 -3.25 0.34 0.18
H128 -3.49 1.87 1.11
H129 -2.92 0.52 1.91
H130 -1.24 1.65 -0.35
H131 -1.13 2.34 1.32
H132 -1.18 0.00 2.88
H133 0.28 -0.92 2.60
H134 0.44 1.06 4.17
H135 1.60 1.26 2.87
H136 0.06 2.11 2.74
H137 -1.35 -1.32 0.17
H138 0.40 -1.52 0.41
H139 -0.07 -1.48 -1.93
H140 0.88 -0.03 -1.45
H141 -0.82 0.17 -1.84
C53 -5.25 4.64 -3.93
C54 -3.85 4.97 -4.43
N19 -3.28 3.88 -5.25
C55 -3.87 3.98 -6.61
C56 -3.66 2.74 -7.48
C57 -1.84 4.04 -5.25
C58 -1.13 3.13 -4.26
H142 -5.14 4.03 -3.04
H143 -5.91 4.19 -4.67
H144 -5.69 5.60 -3.64
H145 -3.89 5.91 -5.06
H146 -3.25 5.19 -3.57
H147 -3.49 4.90 -7.17
H148 -4.94 4.07 -6.39
H149 -4.08 1.78 -7.13
H150 -2.67 2.46 -7.73
H151 -4.05 2.93 -8.46
H152 -1.38 3.94 -6.25
H153 -1.48 5.07 -4.97
H154 -1.55 3.34 -3.27
H155 -1.27 2.05 -4.44
H156 -0.07 3.38 -4.23
C59 -8.30 0.09 -2.61
C60 -8.92 -0.04 -1.25
N20 -8.03 -0.42 -0.09
C61 -7.50 -1.79 -0.26
C62 -7.35 -2.41 1.10
C63 -6.87 0.47 0.12
C64 -7.24 1.90 0.46
H157 -7.62 0.99 -2.66
H158 -9.06 0.36 -3.36
H159 -7.76 -0.78 -3.03
H160 -9.35 0.98 -0.96
H161 -9.78 -0.74 -1.26
H162 -8.20 -2.40 -0.81
H163 -6.50 -1.81 -0.79
H164 -6.92 -3.42 1.04
H165 -6.73 -1.74 1.75
H166 -8.31 -2.57 1.59
H167 -6.22 0.37 -0.74
H168 -6.31 0.11 0.99
H169 -6.32 2.46 0.62
H170 -7.77 2.05 1.41
H171 -7.88 2.43 -0.32
C65 1.94 4.16 4.58
C66 3.06 5.07 4.76
N21 4.11 4.65 3.76
C67 4.84 3.45 4.10
C68 4.86 2.37 3.00
C69 4.96 5.83 3.42
C70 5.81 5.68 2.18
H172 1.50 4.29 3.57
H173 1.11 4.27 5.29
H174 2.25 3.10 4.66
H175 2.68 6.11 4.62
H176 3.46 5.06 5.79
H177 5.88 3.72 4.47
H178 4.27 3.01 4.88
H179 5.15 2.75 2.06
H180 5.53 1.61 3.43
H181 3.84 2.02 2.94
H182 5.60 6.14 4.29
H183 4.28 6.67 3.36
H184 5.13 5.74 1.32
H185 6.22 4.71 2.20
H186 6.58 6.45 2.16

The total energy is -6237.33329 Ha. For the largest force on an atom, the calculation gives 0.0708 Eh/bohr. The SMILES is CN(C)P(=O)(N(C)C)N(C)C.CN(C)P(=O)(N(C)C)N(C)C.CN(C)P(=O)(N(C)C)N(C)C.CN(C)P(=O)(N(C)C)N(C)C.CN(C)P(=O)(N(C)C)N(C)C.C[C@H]1COC(=O)O1.CCN(CC)CC.CCN(CC)CC.CCN(CC)CC.CCN(CC)CC.CCN(CC)CC.CCN(CC)CC. The LUMO energy comes out at 0.328 eV.

Here are the Mulliken charges for atoms 1 to 8, given in e: C 0.373; N 1.457; C -0.822; P 0.417; O -0.985; N 0.399; C -1.006; C -0.009



Entry 2:
# C5H6N2O2

A single C5H6N2O2 molecule (ωB97M-V/def2-TZVPD, the Open Molecules 2025 dataset).

Atoms and positions in Å:
H1 -0.69 2.37 2.97
N1 -0.61 2.46 1.99
C1 -0.52 1.38 1.34
N2 -0.61 0.01 1.72
C2 -0.26 -0.77 0.62
O1 -0.10 -2.07 0.83
C3 -0.14 0.09 -0.44
C4 -0.04 -0.10 -1.84
C5 1.01 -0.73 -2.37
O2 -0.25 1.38 0.04
H2 -0.38 -0.23 2.66
H3 0.38 -2.39 0.05
H4 -0.88 0.30 -2.46
H5 1.92 -0.80 -1.71
H6 1.17 -0.90 -3.41

The total energy is -454.06160 Ha. For the largest force on an atom, the calculation gives 0.0528 Eh/bohr. The SMILES is [H]/N=c1\[nH]c(O)c(C=C)o1. The LUMO energy comes out at 0.480 eV.

Here are the Mulliken charges for atoms 1 to 8, given in e: H 0.216; N -0.686; C 0.416; N -0.218; C 0.538; O -0.532; C 0.308; C -0.295



Entry 3:
# C17H41BrN6O10P4SiV

A molecular structure, C17H41BrN6O10P4SiV (ωB97M-V/def2-TZVPD, the Open Molecules 2025 dataset).

Atoms and positions in Å:
V1 -0.48 0.32 -0.58
C1 1.44 -2.02 2.51
N1 2.08 -0.90 3.19
C2 3.33 -0.49 2.56
P1 1.24 0.15 4.12
O1 0.01 -0.43 4.67
O2 1.03 1.50 3.27
P2 -0.08 2.19 2.35
O3 -0.48 1.30 1.23
N2 0.69 3.59 2.06
C3 2.06 3.60 1.54
C4 -0.06 4.82 1.79
N3 -1.37 2.50 3.29
C5 -2.74 2.27 2.86
C6 -1.21 3.10 4.60
N4 2.27 0.77 5.27
C7 2.77 -0.19 6.23
C8 3.08 1.96 5.13
H1 2.08 -2.90 2.59
H2 1.28 -1.79 1.46
H3 0.49 -2.24 2.99
H4 4.05 -1.31 2.61
H5 3.76 0.36 3.08
H6 3.17 -0.22 1.52
H7 2.51 2.62 1.62
H8 2.66 4.32 2.13
H9 2.06 3.90 0.50
H10 -1.06 4.74 2.21
H11 -0.13 4.99 0.71
H12 0.45 5.65 2.27
H13 -2.76 1.84 1.86
H14 -3.29 3.21 2.84
H15 -3.24 1.58 3.54
H16 -0.16 3.29 4.80
H17 -1.59 2.43 5.37
H18 -1.75 4.05 4.66
H19 2.06 -1.01 6.34
H20 2.89 0.30 7.20
H21 3.74 -0.60 5.93
H22 2.67 2.63 4.37
H23 4.12 1.73 4.86
H24 3.10 2.50 6.08
O4 3.92 1.34 -0.18
P3 2.70 0.90 -1.15
O5 3.22 0.03 -2.22
O6 1.59 0.46 -0.23
O7 2.30 2.38 -1.74
P4 0.78 2.85 -2.03
O8 0.93 3.29 -3.57
O9 0.41 3.97 -1.16
O10 -0.06 1.59 -2.04
H25 4.74 1.13 -0.64
H26 0.10 3.15 -4.03
C9 -2.38 -1.13 2.44
C10 -1.74 -2.04 1.45
C11 -1.81 -3.42 1.55
C12 -1.21 -4.20 0.57
C13 -0.59 -3.62 -0.51
C14 -0.58 -2.21 -0.59
N5 -1.09 -1.48 0.43
N6 -0.12 -1.41 -1.57
Si1 0.40 -1.94 -3.14
C15 0.64 -0.48 -4.27
C16 1.97 -2.96 -3.04
C17 -0.97 -3.00 -3.89
H27 -2.99 -1.70 3.14
H28 -3.01 -0.42 1.90
H29 -1.64 -0.57 3.01
H30 -2.34 -3.87 2.39
H31 -1.23 -5.28 0.65
H32 -0.14 -4.22 -1.29
H33 1.48 0.13 -3.95
H34 -0.26 0.13 -4.31
H35 0.85 -0.86 -5.28
H36 2.79 -2.30 -2.73
H37 2.22 -3.39 -4.02
H38 1.89 -3.77 -2.32
H39 -1.92 -2.45 -3.86
H40 -1.12 -3.95 -3.38
H41 -0.74 -3.22 -4.94
Br1 -2.97 0.76 -0.91

Its multiplicity is 3. As for the net charge: -1. The total energy is -6927.07277 Ha. For the largest force on an atom, the calculation gives 0.0076 Eh/bohr. The LUMO energy (spin up / spin down) comes out at 2.401 / 2.401 eV.

Here are the Mulliken charges for atoms 1 to 8, given in e: V -0.322; C -0.943; N 0.543; C -0.439; P -0.234; O -0.884; O 0.670; P -0.435



Entry 4:
# C5H13NO

2 unconnected molecules or ions with the total composition C5H13NO (ωB97M-V/def2-TZVPD, the Open Molecules 2025 dataset).

Atoms and positions in Å:
C1 -1.26 -1.69 1.20
C2 -0.35 -1.30 -0.04
C3 -1.09 -0.27 -0.85
C4 -0.76 1.11 -0.24
C5 1.28 1.70 1.16
N1 0.66 1.46 0.06
H1 -0.91 -1.04 2.08
H2 -2.25 -1.38 0.95
H3 -1.45 -2.87 1.04
H4 0.61 -0.90 0.21
H5 0.01 -2.22 -0.61
H6 -0.62 -0.29 -1.85
H7 -2.15 -0.38 -0.98
H8 -1.21 1.02 0.86
H9 -1.25 2.01 -0.73
H10 2.23 2.27 1.14
H11 0.86 1.41 2.11
H12 1.97 0.59 -1.42
H13 3.23 0.68 -2.05
O1 2.45 0.10 -2.03

Its multiplicity is 2. As for the net charge: +1. The total energy is -327.86913 Ha. For the largest force on an atom, the calculation gives 0.0669 Eh/bohr. The LUMO energy (spin up / spin down) comes out at -5.655 / -8.760 eV.

Here are the Mulliken charges for atoms 1 to 8, given in e: C -1.000; C -0.398; C -0.766; C -0.457; C -0.097; N 0.032; H 0.242; H 0.347



- Which of these has the lowest largest force on an atom?
  C17H41BrN6O10P4SiV



- Among the records above, which one has the highest largest force on an atom?
  C70H186N21O8P5